No. 1
C9H17NO4P | ωB97M-V with the def2-TZVPD basis set

```
32
Properties=species:S:1:pos:R:3
C 4.71 1.00 0.47
C 3.99 0.77 1.36
C 1.66 -3.08 -0.67
C 1.04 -0.75 -0.65
C 1.95 -0.23 -1.72
C -1.97 2.96 -0.73
C -3.56 -1.76 0.74
C -0.61 2.60 -0.26
C -2.41 -0.95 1.31
N 1.09 -1.98 -0.14
O 0.37 -1.98 0.92
O -0.03 0.51 1.78
O -0.29 1.34 -0.62
O -1.75 -0.42 0.19
P -0.17 0.04 0.43
H 5.54 0.82 -0.20
H 3.14 0.49 1.93
H 2.43 -2.71 -1.34
H 1.92 -3.78 0.14
H 2.28 0.81 -1.58
H 1.45 -0.24 -2.76
H 2.79 -0.85 -1.80
H -2.77 2.39 -0.25
H -2.32 3.93 -0.47
H -2.14 2.84 -1.76
H -4.40 -1.18 0.42
H -3.36 -2.41 -0.05
H -3.88 -2.45 1.54
H -0.44 2.82 0.85
H 0.24 3.35 -0.78
H -1.73 -1.65 1.71
H -2.79 -0.25 1.96
```

Results
LUMO energy (spin up / spin down) = 3.56 / 3.56 eV
Energy relative to the best compared isomer or geometry (same formula, charge and spin) = 2.565 eV
Gap between HOMO and LUMO (spin up / spin down) = 6.7 / 6.7 eV
Total charge = -1

---

No. 2
C9H17NOS | ωB97M-V with the def2-TZVPD basis set

```
29
Properties=species:S:1:pos:R:3
C -0.42 0.50 -1.35
C 1.96 -2.05 -5.94
C 0.79 -1.95 -5.34
C 0.26 -0.31 -2.13
C -0.42 2.23 3.26
C 0.59 2.59 2.16
C -1.85 2.48 2.82
C -0.65 -0.71 2.10
C 0.64 -1.05 2.78
N -1.11 1.25 -0.74
O -0.04 1.84 4.40
S 1.86 -1.64 1.52
H 2.32 -3.04 -6.22
H 2.55 -1.07 -6.19
H 0.42 -1.03 -4.97
H 0.08 -2.92 -5.25
H 0.61 -0.01 -3.07
H 0.46 -1.24 -1.65
H -0.02 2.52 1.18
H 1.37 1.82 2.14
H 1.14 3.59 2.37
H -2.04 3.57 2.96
H -2.51 1.86 3.34
H -1.74 2.33 1.75
H -0.61 0.11 1.49
H -1.40 -1.47 1.73
H -1.21 -0.32 2.98
H 0.42 -1.67 3.65
H 0.90 0.00 3.17
```

Results
LUMO energy (spin up / spin down) = 0.68 / -1.94 eV
Spin multiplicity = 3
Energy relative to the best compared isomer or geometry (same formula, charge and spin) = 0.000 eV
Gap between HOMO and LUMO (spin up / spin down) = 10.0 / 7.0 eV
Total charge = 0

---

No. 3
C9H17OP | ωB97M-V with the def2-TZVPD basis set

```
28
Properties=species:S:1:pos:R:3
C 0.00 0.66 -2.14
C 0.66 0.77 -0.94
C 0.59 2.01 -0.09
P 2.02 -0.41 -0.62
C 2.86 0.22 1.02
C 1.32 -2.05 0.08
C -0.01 -1.78 0.86
C -0.99 -0.97 0.08
O -1.32 -1.55 -1.15
C -1.72 0.04 0.51
C -2.87 0.80 -0.06
H -0.06 -0.29 -2.70
H -0.47 1.60 -2.28
H 0.43 1.54 0.97
H -0.31 2.42 -0.22
H 1.46 2.70 -0.05
H 3.86 0.57 0.73
H 2.84 -0.51 1.84
H 2.34 1.13 1.32
H 2.03 -2.49 0.86
H 1.08 -2.69 -0.78
H 0.34 -1.20 1.80
H -0.56 -2.69 1.13
H -2.20 -1.33 -1.39
H -1.44 0.48 1.50
H -2.70 1.79 -0.42
H -3.51 0.97 0.78
H -3.65 0.26 -0.63
```

Results
LUMO energy = 0.77 eV
SMILES string = C=C(C)P(C)CC/C(O)=C/C
Energy relative to the best compared isomer or geometry (same formula, charge and spin) = 0.607 eV
Gap between HOMO and LUMO = 8.4 eV
Total charge = 0

---

No. 4
C9H18BBaNO4 | ωB97M-V with the def2-TZVPD basis set

```
34
Properties=species:S:1:pos:R:3
C 3.30 -0.22 1.08
O 3.33 1.15 0.71
C 2.52 1.41 -0.44
C 1.04 1.73 0.00
C 0.00 1.11 -1.01
B -1.29 0.58 -0.29
C -1.29 -0.92 0.40
C -0.70 -1.90 -0.70
C -0.81 -3.43 -0.33
N -0.23 -4.36 -1.27
O -1.32 -3.84 0.68
C -2.59 1.52 -0.28
C -2.39 2.84 0.51
O -2.12 3.83 -0.03
O -2.59 2.90 1.89
H 4.28 -0.69 0.87
H 2.48 -0.79 0.59
H 3.10 -0.25 2.18
H 2.95 2.29 -0.95
H 2.58 0.54 -1.11
H 0.94 2.83 -0.08
H 0.86 1.48 1.07
H 0.52 0.34 -1.61
H -0.32 1.89 -1.74
H -2.34 -1.23 0.71
H -0.62 -0.96 1.31
H -1.18 -1.65 -1.66
H 0.38 -1.65 -0.79
H -0.60 -4.07 -2.18
H 0.76 -4.10 -1.31
H -2.75 1.82 -1.33
H -3.51 0.99 0.03
H -2.02 2.20 2.25
Ba -0.38 -1.38 2.84
```

Results
LUMO energy = -8.85 eV
Gap between HOMO and LUMO = 7.1 eV
Total charge = +2

---

No. 5
C9H18BF4LiO5 | ωB97M-V with the def2-TZVPD basis set

```
38
Properties=species:S:1:pos:R:3
Li -0.57 -0.03 -0.88
B -0.71 -3.27 -1.57
F -1.29 -3.92 -0.53
F -1.01 -2.00 -1.57
F 0.62 -3.44 -1.53
F -1.11 -3.73 -2.84
C -3.47 0.57 -3.13
O -2.53 0.86 -2.17
H -4.44 0.91 -2.86
H -3.50 -0.48 -3.50
H -3.19 1.00 -4.27
H -2.73 1.87 -1.75
C -2.81 -0.27 0.98
O -1.87 0.63 0.79
H -2.72 -0.92 1.75
H -2.97 -0.81 0.12
H -3.67 0.08 1.54
H -2.02 1.65 1.16
C 1.06 1.96 -2.01
O 0.03 2.00 -0.97
H 1.83 2.51 -1.35
H 0.96 2.53 -2.88
H 1.68 1.00 -2.11
H -0.31 2.89 -0.95
C 3.76 -0.71 2.06
C 2.72 -1.13 1.24
C 1.39 -0.58 1.43
C 1.26 0.48 2.32
C 2.32 1.02 2.97
C 3.62 0.48 2.82
O 4.65 0.87 3.52
O 0.42 -1.07 0.65
H 4.47 -1.32 1.77
H 2.79 -2.18 0.70
H 0.27 0.98 2.44
H 2.25 1.95 3.55
H 4.42 1.54 4.03
H 0.42 -1.92 1.05
```

Results
LUMO energy = -0.88 eV
Energy relative to the best compared isomer or geometry (same formula, charge and spin) = 3.020 eV
Gap between HOMO and LUMO = 7.6 eV
Total charge = 0

---

No. 6
C9H18BInNO3 | ωB97M-V with the def2-TZVPD basis set

```
33
Properties=species:S:1:pos:R:3
C 4.03 2.70 -0.15
C 3.95 1.41 0.38
C 3.67 0.04 1.30
C 3.39 -1.27 0.36
C 1.96 -1.25 -0.44
In 0.37 0.10 0.43
C -0.46 1.32 -1.34
C -0.79 0.28 -2.61
O -0.36 -0.99 -2.67
O -1.59 0.76 -3.78
B -1.46 -1.07 1.24
O -1.26 -2.41 1.89
N -2.89 -0.58 1.14
C -3.05 0.87 1.57
C -3.51 -0.81 -0.22
H 4.18 3.87 -0.36
H 2.89 0.22 2.16
H 4.71 -0.16 1.85
H 3.46 -2.24 1.04
H 4.25 -1.37 -0.47
H 2.14 -0.98 -1.58
H 1.55 -2.37 -0.43
H 1.02 1.24 1.71
H -1.45 1.89 -1.04
H 0.39 2.06 -1.72
H -2.38 0.14 -3.83
H -2.17 -2.66 2.24
H -2.70 1.01 2.68
H -2.54 1.61 0.82
H -4.21 1.16 1.56
H -4.66 -0.53 -0.14
H -3.45 -1.91 -0.61
H -3.04 -0.06 -0.99
```

Results
LUMO energy = 3.03 eV
Energy relative to the best compared isomer or geometry (same formula, charge and spin) = 6.243 eV
Gap between HOMO and LUMO = 7.2 eV
Total charge = -1

---

M values (in Da) by entry order: 234.21 187.31 172.21 352.39 299.98 313.88.